Below is 5 unconnected molecules or ions with the total composition C34H81N5O3S in a non-equilibrium geometry, with properties calculated with ωB97M-V with the def2-TZVPD basis set.

Output
Frontier orbital gap = 8.5 eV
Total charge = 0
Electronic energy = -2241.5475 Eh
LUMO energy = 0.400 eV
Highest occupied orbital energy = -0.2970 hartree

CARTESIAN COORDINATES (ANGSTROEM)
C 3.0586 5.6108 1.6468
O 2.7336 6.1280 0.3355
C 2.6472 5.0894 -0.6613
C 1.1232 4.6313 -0.9825
C 0.3544 4.1900 0.3500
C -1.0697 3.4942 0.1045
C -0.9853 1.8799 0.2688
C -0.5256 1.1313 -1.0821
C 1.0789 1.0243 -1.2323
C 1.6248 -0.2994 -0.4584
N 1.7074 0.0681 0.9922
S 1.1038 -1.1967 2.0216
C 3.0256 0.5456 1.3797
O 3.6554 0.1947 2.4027
O 3.6757 1.5506 0.5762
H 3.8363 6.2809 2.1728
H 2.1094 5.6944 2.2998
H 3.4213 4.5319 1.6521
H 3.0275 5.5548 -1.6466
H 3.2987 4.1747 -0.4537
H 1.2062 3.7532 -1.7273
H 0.5712 5.4783 -1.5379
H 1.0556 3.5396 0.9729
H 0.1685 5.1579 0.9490
H -1.7659 3.8503 0.9467
H -1.5650 3.7963 -0.8890
H -0.3703 1.6104 1.1866
H -2.0625 1.5356 0.4967
H -1.0203 0.1005 -1.0856
H -0.9077 1.7722 -1.9573
H 1.5056 1.9239 -0.6679
H 1.4340 1.0673 -2.3243
H 2.6213 -0.5883 -0.9342
H 0.8506 -1.1127 -0.6642
H 2.1116 -1.7857 2.7691
H 3.8422 1.2031 -0.3267
C 2.4322 3.2184 -4.8102
C 2.6249 2.3850 -6.0707
N 1.6212 1.3396 -6.2357
C 1.9677 0.3599 -7.2618
C 2.0672 0.8500 -8.7047
C 0.2296 1.7779 -6.2314
C -0.1926 2.8179 -7.2674
H 2.3797 2.5837 -3.9211
H 3.2770 3.9011 -4.6839
H 1.5260 3.8275 -4.8577
H 3.6112 1.9151 -5.9961
H 2.6630 3.0555 -6.9386
H 1.2576 -0.4734 -7.2204
H 2.9324 -0.0842 -6.9888
H 1.0838 1.0403 -9.1379
H 2.5401 0.0794 -9.3220
H 2.6724 1.7543 -8.7974
H 0.0011 2.1792 -5.2377
H -0.4258 0.9048 -6.3228
H 0.5145 3.6474 -7.3404
H -1.1603 3.2432 -6.9825
H -0.3176 2.3795 -8.2570
C -2.0091 9.4945 -5.7142
C -2.8962 8.2621 -5.5856
N -2.4198 7.1180 -6.3548
C -3.4080 6.0502 -6.4785
C -3.8436 5.3359 -5.2008
C -1.0562 6.6788 -6.0792
C -0.7126 6.2852 -4.6426
H -1.8589 9.7652 -6.7627
H -2.4809 10.3443 -5.2137
H -1.0317 9.3447 -5.2492
H -3.8882 8.5433 -5.9542
H -3.0153 8.0177 -4.5222
H -3.0456 5.3035 -7.1941
H -4.3025 6.4745 -6.9498
H -3.0725 4.6571 -4.8316
H -4.7294 4.7259 -5.4052
H -4.1086 6.0328 -4.4028
H -0.3713 7.4775 -6.3839
H -0.8022 5.8440 -6.7415
H -1.0842 7.0055 -3.9103
H 0.3749 6.2399 -4.5267
H -1.1002 5.2988 -4.3875
C -2.7987 -2.4942 2.6071
C -2.0670 -3.8158 2.8050
N -1.6450 -4.0503 4.1812
C -0.6940 -5.1502 4.3167
C -1.1773 -6.5526 3.9542
C -2.6939 -4.0022 5.1944
C -3.8779 -4.9560 5.0389
H -2.2059 -1.6546 2.9802
H -2.9810 -2.3272 1.5419
H -3.7695 -2.4859 3.1085
H -1.1781 -3.7852 2.1658
H -2.6964 -4.6317 2.4272
H -0.3022 -5.1655 5.3398
H 0.1764 -4.9206 3.6899
H -1.8457 -6.9612 4.7143
H -0.3203 -7.2308 3.8904
H -1.6853 -6.5821 2.9878
H -3.0857 -2.9800 5.2321
H -2.2490 -4.1533 6.1842
H -4.2709 -4.9733 4.0199
H -4.6938 -4.6345 5.6934
H -3.6205 -5.9741 5.3294
C 1.2159 -6.1123 7.9797
C 0.3417 -7.3539 8.1061
N 0.8330 -8.4931 7.3393
C -0.1437 -9.5712 7.2127
C -0.5766 -10.2889 8.4892
C 2.2008 -8.9173 7.6201
C 2.5444 -9.3061 9.0575
H 1.3667 -5.8408 6.9314
H 0.7334 -5.2669 8.4778
H 2.1934 -6.2507 8.4480
H -0.6523 -7.0833 7.7337
H 0.2214 -7.5989 9.1691
H 0.2288 -10.3143 6.4990
H -1.0410 -9.1561 6.7378
H 0.1997 -10.9594 8.8616
H -1.4554 -10.9081 8.2819
H -0.8518 -9.5943 9.2857
H 2.8774 -8.1112 7.3167
H 2.4651 -9.7496 6.9585
H 2.1627 -8.5894 9.7881
H 3.6317 -9.3392 9.1765
H 2.1672 -10.2960 9.3121



Below is 5 unconnected molecules or ions with the total composition C32H47BF4N2O17S in a non-equilibrium geometry, with properties calculated with ωB97M-V with the def2-TZVPD basis set.

Output
Frontier orbital gap = 7.2 eV
Total charge = 0
Electronic energy = -3458.3420 Eh
LUMO energy = -0.602 eV
Highest occupied orbital energy = -0.2849 hartree

CARTESIAN COORDINATES (ANGSTROEM)
C 3.9308 -6.8420 2.1075
C 4.1517 -5.8204 1.0885
C 3.5425 -4.3601 1.3092
O 2.1569 -4.6724 1.7332
S 1.1346 -4.2244 0.4530
O -0.2352 -3.8350 0.9283
O 0.8819 -5.3498 -0.5145
O 2.1428 -3.0024 -0.0991
C 3.5846 -3.2840 0.1230
C 4.5557 -1.9963 0.2960
C 4.5885 -1.3902 1.7869
C 4.4372 0.2133 1.7444
C 2.9330 0.7504 1.8944
C 1.8061 -0.2189 1.2989
C 0.2908 0.2764 1.6280
C -0.3435 0.9501 0.3029
C -1.2665 -0.1207 -0.5058
C -2.7526 -0.0430 0.1019
C -3.3766 -1.4599 0.5335
C -4.1044 -2.2552 -0.6526
C -4.5507 -3.7233 -0.0966
N -5.0813 -3.6426 1.2997
C -6.4774 -3.2201 1.3891
C -6.7116 -3.2024 2.9167
C -5.4211 -3.6075 3.6842
C -4.4121 -3.8859 2.5469
B 4.0030 -3.8040 -1.3959
N 4.7569 -2.8895 -2.3474
O 3.6531 -5.1011 -1.9187
H 3.1929 -7.6882 1.8970
H 4.5674 -6.7675 3.0611
H 4.7243 -6.1605 0.1619
H 3.9781 -3.9922 2.3176
H 4.2084 -1.1528 -0.4021
H 5.6192 -2.3589 0.0641
H 5.6097 -1.6038 2.2787
H 3.8024 -1.8307 2.4969
H 4.9936 0.5914 0.8232
H 5.0166 0.6123 2.6630
H 2.6731 0.9830 2.9823
H 2.8688 1.7445 1.2889
H 1.8748 -1.2758 1.7585
H 1.9341 -0.3127 0.1528
H 0.2533 0.9467 2.5499
H -0.3335 -0.6619 1.8812
H 0.4575 1.4203 -0.3860
H -0.9736 1.8442 0.6748
H -0.8264 -1.1817 -0.3806
H -1.3444 0.1746 -1.6168
H -3.4763 0.5630 -0.5628
H -2.6711 0.5751 1.0776
H -4.1517 -1.2255 1.3594
H -2.5964 -2.1604 1.0036
H -5.0987 -1.7095 -0.8656
H -3.4878 -2.3746 -1.6032
H -5.3878 -4.1555 -0.7505
H -3.6834 -4.4779 -0.1622
H -7.1751 -2.9668 0.5222
H -7.6687 -2.9308 3.4625
H -5.1869 -3.6838 4.7903
H -3.3187 -4.1885 2.5625
H 4.9331 -3.4009 -3.2343
H 4.0661 -2.1345 -2.5481
H 3.5591 -5.0635 -2.8986
O 4.0558 3.4761 0.7215
C 5.0208 3.6754 0.0439
O 5.7432 2.6931 -0.5668
C 6.7142 3.3439 -1.3748
C 6.8378 4.6789 -0.7125
F 7.1273 5.6450 -1.6153
O 5.5383 4.9103 -0.2067
H 6.3437 3.4152 -2.4014
H 7.6552 2.7921 -1.3792
H 7.5618 4.7093 0.1067
O -4.1160 2.3537 -2.3191
C -5.1637 1.8559 -2.6071
O -5.6937 1.8532 -3.8635
C -6.8672 1.0527 -3.8076
C -7.2313 1.1201 -2.3583
F -7.8277 -0.0255 -1.9514
O -5.9789 1.2262 -1.7155
H -6.6294 0.0368 -4.1356
H -7.6489 1.4557 -4.4530
H -7.8556 1.9775 -2.0906
O -11.2940 1.9228 -0.5471
C -10.8771 1.1148 0.2300
O -9.6531 0.5237 0.1340
C -9.4868 -0.2608 1.3078
C -10.9001 -0.5057 1.7311
F -10.9952 -0.6011 3.0786
O -11.5695 0.6670 1.3146
H -8.9171 0.3086 2.0474
H -8.9509 -1.1855 1.0894
H -11.3647 -1.3793 1.2645
O 9.5575 7.4236 -0.5472
C 9.2335 8.2704 -1.3268
O 8.8881 9.5412 -0.9757
C 8.7033 10.2619 -2.1859
C 8.4037 9.1714 -3.1648
F 8.8586 9.4881 -4.4009
O 9.1568 8.0815 -2.6740
H 9.6206 10.8057 -2.4286
H 7.8848 10.9774 -2.0957
H 7.3472 8.8932 -3.2192



Below is a molecular structure, C46H58GaO4Se, with properties calculated with ωB97M-V with the def2-TZVPD basis set.

Output
Frontier orbital gap = 6.1 eV
Total charge = -1
Electronic energy = -6415.0506 Eh
LUMO energy = 2.252 eV
Highest occupied orbital energy = -0.1427 hartree

CARTESIAN COORDINATES (ANGSTROEM)
Ga 1.6470 2.8736 -0.7405
C -0.9360 5.0668 -0.5751
O -0.4642 3.7411 -0.3754
C -1.4260 2.8349 0.0437
C -2.1688 2.1368 -0.9091
C -1.8930 2.3158 -2.3816
C -1.0657 1.2416 -3.0578
C -1.5251 0.6768 -4.2373
C -0.7509 -0.1794 -5.0170
C 0.5272 -0.4614 -4.5521
C 1.0252 0.0771 -3.3717
C 2.4787 -0.1395 -3.0064
C 2.7176 -0.7081 -1.6294
C 2.5261 -2.0631 -1.3796
C 2.7283 -2.6122 -0.1191
C 3.0554 -1.7437 0.9189
C 3.2568 -0.3858 0.7120
C 3.5570 0.5276 1.8779
C 2.3055 0.8590 2.6614
C 2.0401 0.2249 3.8689
C 0.9071 0.5077 4.6216
C 0.0461 1.4830 4.1227
C 0.2813 2.1446 2.9297
C -0.6772 3.2022 2.4332
C -1.6096 2.6134 1.4004
C -2.6393 1.7667 1.8024
C -3.4602 1.1227 0.8872
C -3.1824 1.3011 -0.4670
C -4.6573 0.2758 1.3136
C -5.9368 0.9139 0.7481
C -4.5181 -1.1523 0.7706
C -4.8082 0.1962 2.8358
C 1.4156 1.8243 2.1592
O 1.6683 2.4545 1.0352
C 0.5905 -0.1773 5.9507
C 1.6547 -1.2038 6.3428
C 0.5159 0.8717 7.0718
C -0.7590 -0.9044 5.8404
C 3.1442 0.1039 -0.5862
O 3.4413 1.4347 -0.8389
C 4.7888 1.6840 -1.2108
C 2.6545 -4.1151 0.1498
C 1.6030 -4.4114 1.2269
C 4.0322 -4.5905 0.6421
C 2.3021 -4.9129 -1.1065
C 0.2346 0.9479 -2.5999
O 0.6883 1.4608 -1.4727
C -1.2749 -0.6583 -6.3701
C -0.3260 -1.6597 -7.0328
C -2.6487 -1.3257 -6.2241
C -1.4035 0.5599 -7.3016
H -1.0735 5.5763 0.3835
H -0.1682 5.5807 -1.1528
H -1.8852 5.0605 -1.1172
H -2.8465 2.3908 -2.9087
H -1.3553 3.2551 -2.5281
H -2.5261 0.9408 -4.5653
H 1.1851 -1.1118 -5.1174
H 2.9272 -0.8055 -3.7466
H 2.9742 0.8313 -3.0824
H 2.2084 -2.6838 -2.2086
H 3.1573 -2.1120 1.9345
H 4.2690 0.0384 2.5457
H 3.9959 1.4585 1.5173
H 2.7612 -0.5033 4.2233
H -0.8438 1.7513 4.6847
H -1.2546 3.5819 3.2784
H -0.1056 4.0227 1.9993
H -2.7639 1.6035 2.8649
H -3.7663 0.7748 -1.2158
H -5.9310 0.9232 -0.3426
H -6.8165 0.3568 1.0817
H -6.0289 1.9447 1.0959
H -4.4174 -1.1574 -0.3153
H -3.6339 -1.6328 1.1937
H -5.3967 -1.7455 1.0371
H -4.9529 1.1885 3.2668
H -5.6821 -0.4097 3.0842
H -3.9351 -0.2674 3.2988
H 2.6199 -0.7230 6.5149
H 1.3555 -1.7031 7.2672
H 1.7768 -1.9667 5.5716
H 1.4467 1.4395 7.1212
H -0.2984 1.5776 6.9042
H 0.3538 0.3851 8.0382
H -0.7035 -1.6821 5.0761
H -1.0343 -1.3680 6.7924
H -1.5522 -0.2126 5.5559
H 5.4745 1.2383 -0.4840
H 5.0045 1.2755 -2.2025
H 4.9020 2.7668 -1.2292
H 1.8221 -3.8694 2.1474
H 0.6110 -4.1086 0.8868
H 1.5810 -5.4798 1.4578
H 4.2974 -4.1161 1.5873
H 4.0283 -5.6740 0.7907
H 4.8052 -4.3435 -0.0881
H 1.3121 -4.6506 -1.4844
H 3.0332 -4.7428 -1.8990
H 2.3034 -5.9800 -0.8732
H -0.1685 -2.5368 -6.4017
H -0.7477 -1.9944 -7.9832
H 0.6414 -1.1988 -7.2393
H -2.5904 -2.1825 -5.5500
H -3.3888 -0.6317 -5.8244
H -3.0048 -1.6717 -7.1983
H -0.4379 1.0583 -7.4036
H -1.7458 0.2525 -8.2946
H -2.1127 1.2852 -6.9013
Se 2.6187 4.6666 -1.6487



Below is a molecular structure, C11H21Cl2NORu in a non-equilibrium geometry, with properties calculated with ωB97M-V with the def2-TZVPD basis set.

Output
Frontier orbital gap (alpha / beta) = 3.7 / 7.2 eV
Energy above the lowest of the compared OMol25 structures with the same formula, charge and spin = 0.1841 eV
Total charge = -1
2S+1 = 6
Electronic energy = -1576.8843 Eh
LUMO energy (alpha / beta) = 2.848 / 2.835 eV
Highest occupied orbital energy (alpha / beta) = -0.0325 / -0.1588 hartree

CARTESIAN COORDINATES (ANGSTROEM)
Ru -0.8121 0.2829 1.4355
Cl -1.3628 2.0428 0.1017
Cl 0.3337 -1.3764 2.4837
C -0.8114 1.3780 2.9020
H -0.5461 1.1062 3.9457
H -1.3031 2.3894 2.9033
C -1.4768 -1.8673 -0.8478
C -2.0011 -1.2040 0.1943
H -0.4609 -2.2484 -0.7700
C -3.3818 -0.5620 0.1637
H -1.6846 -1.5155 1.2370
C -4.2862 -1.1254 -0.9522
H -3.8688 -0.6684 1.1413
H -3.2592 0.5230 0.0053
C -3.4934 -1.3029 -2.2478
H -4.7393 -2.0623 -0.6023
H -5.1268 -0.4434 -1.1029
C -2.2797 -2.2180 -2.0500
H -4.1611 -1.6937 -3.0164
H -3.1877 -0.3003 -2.5773
H -2.6350 -3.2479 -1.9608
H -1.6757 -2.2155 -2.9703
C 4.8498 1.5322 0.3875
N 3.6756 0.9164 -0.2175
C 3.8594 0.1477 -1.4254
C 2.4255 0.9438 0.3291
C 2.2312 1.7439 1.5904
O 1.4988 0.3056 -0.2242
H 5.7171 1.3375 -0.2538
H 5.0444 1.1295 1.3932
H 4.7162 2.6180 0.4931
H 3.5730 -0.8982 -1.2608
H 3.2103 0.5346 -2.2199
H 4.9103 0.2172 -1.7208
H 1.3258 2.3466 1.4844
H 2.1065 1.0474 2.4274
H 3.0759 2.4070 1.8015



Below is 2 unconnected molecules or ions with the total composition C6H8NOP in a non-equilibrium geometry, with properties calculated with ωB97M-V with the def2-TZVPD basis set.

Output
Frontier orbital gap = 7.9 eV
Energy above the lowest of the compared OMol25 structures with the same formula, charge and spin = 0.1481 eV
Total charge = 0
Electronic energy = -704.6568 Eh
LUMO energy = -0.294 eV
Highest occupied orbital energy = -0.3028 hartree

CARTESIAN COORDINATES (ANGSTROEM)
C 2.1409 -1.3923 0.1362
C 1.1740 -1.9480 -0.6253
C 1.9521 -0.1313 0.7059
C 0.0084 -1.2497 -1.0151
C 0.6861 0.4935 0.5172
C -0.2456 -0.0682 -0.3334
N 0.5214 1.8086 1.0270
O -3.4792 0.5387 -0.9975
P -2.3052 1.6061 -0.6335
H 3.1523 -1.9408 0.2503
H 1.4018 -2.8919 -1.1418
H 2.3430 0.2907 1.5639
H -0.6017 -1.6542 -1.7871
H 0.9028 1.8762 2.0036
H -0.4473 1.9543 1.0321
H -4.3094 0.8549 -1.3925
H -2.8944 1.8532 0.6899



Below is a single C4H11N3S molecule in a non-equilibrium geometry, with properties calculated with ωB97M-V with the def2-TZVPD basis set.

Output
Frontier orbital gap (alpha / beta) = 7.4 / 7.4 eV
Energy above the lowest of the compared OMol25 structures with the same formula, charge and spin = 0.0000 eV
Total charge = 0
2S+1 = 3
Electronic energy = -721.2258 Eh
LUMO energy (alpha / beta) = 1.034 / -0.739 eV
Highest occupied orbital energy (alpha / beta) = -0.2338 / -0.3007 hartree

CARTESIAN COORDINATES (ANGSTROEM)
C -1.5917 -1.0586 0.0203
C -0.6621 -1.4976 1.0648
C -1.1250 0.0772 -0.8981
C -1.1225 1.3746 -0.0396
N 2.1296 0.2423 0.1991
N 0.2410 -0.1388 -1.4428
N 3.5251 0.3743 0.5331
S 1.4360 -1.0154 -0.4012
H -1.9895 -1.8323 -0.5823
H -2.6076 -0.7655 0.4423
H -0.5769 -0.8508 1.8779
H -0.6718 -2.4981 1.1425
H -1.7882 0.1464 -1.8730
H -0.8685 2.3327 -0.5170
H -0.5587 1.1215 0.9043
H -2.2237 1.6137 0.3211
H 0.7534 0.7149 -1.7401
H 3.6103 1.0425 1.2508
H 4.0907 0.6169 -0.2622



Below is a molecular structure, C10H14N in a non-equilibrium geometry, with properties calculated with ωB97M-V with the def2-TZVPD basis set.

Output
Frontier orbital gap = 9.1 eV
Energy above the lowest of the compared OMol25 structures with the same formula, charge and spin = 7.3521 eV
Total charge = +1
Electronic energy = -443.6457 Eh
LUMO energy = -3.799 eV
Highest occupied orbital energy = -0.4733 hartree

CARTESIAN COORDINATES (ANGSTROEM)
C 1.7717 -1.3014 0.2504
C 1.8794 -0.4130 1.2599
C 1.7438 0.8446 -1.4366
C 1.8277 1.6250 -0.3117
C 1.1011 -0.2981 -0.7061
C 1.0583 0.6702 0.5732
C -1.3019 2.1930 0.2757
C -1.2150 -2.6009 -0.1234
C -1.0119 1.0268 -0.7692
C -1.1979 -1.2880 0.6329
N -0.1263 0.1217 -0.1231
H 2.1760 -2.2011 0.0862
H 2.2591 -0.3513 2.3257
H 2.1227 0.8682 -2.4313
H 2.2773 2.5450 0.1808
H -1.2407 1.8362 1.3405
H -0.5111 2.8573 0.1982
H -2.2380 2.6097 0.0688
H -1.5802 -2.5524 -1.1476
H -0.2953 -3.0343 -0.1857
H -1.7058 -3.1490 0.6175
H -0.6489 1.4565 -1.6980
H -1.9320 0.4061 -1.1257
H -1.0299 -1.2708 1.7243
H -2.1820 -0.5998 0.5241



Below is 2 unconnected molecules or ions with the total composition C4H12 in a non-equilibrium geometry, with properties calculated with ωB97M-V with the def2-TZVPD basis set.

Output
Frontier orbital gap = 12.5 eV
Energy above the lowest of the compared OMol25 structures with the same formula, charge and spin = 0.4091 eV
Total charge = 0
Electronic energy = -159.5699 Eh
LUMO energy = 1.124 eV
Highest occupied orbital energy = -0.4178 hartree

CARTESIAN COORDINATES (ANGSTROEM)
C -2.5284 -0.5049 0.0938
C -1.4237 -1.1213 -0.7285
H -2.2210 0.1734 0.8976
H -3.2634 -0.0813 -0.6017
H -3.0189 -1.3251 0.6748
H -1.1672 -0.3772 -1.5422
H -0.5445 -1.3641 -0.1656
H -1.7617 -2.0729 -1.1992
C 1.4545 0.7234 -0.1901
C 2.5772 0.9317 0.8422
H 0.7239 1.5331 -0.0963
H 1.6207 0.6207 -1.2689
H 0.8949 -0.1745 0.0716
H 3.3019 0.1166 0.7597
H 2.2273 1.0781 1.8602
H 3.1284 1.8442 0.5927



Question: The highest electronic energy belongs to which entry?
Answer: C4H12



Question: What is the formula in the sixth record?
Answer: C4H11N3S



Question: electronic energy of number 5 (C6H8NOP)?
Answer: -704.6568 Eh